Here is C56H42Cl3I2NO4P3SeSiSn as an isolated structure in a non-equilibrium geometry from the OMol25 dataset. Energies are from ωB97M-V with the def2-TZVPD basis set.

Cartesian coordinates (Å):
Sn -1.081 0.185 0.275
C -0.995 -3.247 -5.892
C -1.977 -2.323 -5.574
C -1.757 -1.371 -4.589
C -0.542 -1.337 -3.911
C 0.437 -2.285 -4.224
C 0.221 -3.220 -5.221
P -0.235 -0.307 -2.432
C -1.201 1.203 -2.784
C -0.611 2.417 -3.128
C -1.388 3.532 -3.401
C -2.768 3.442 -3.344
C -3.370 2.247 -2.976
C -2.594 1.144 -2.664
C 1.450 0.338 -2.726
C 1.935 0.585 -4.011
C 3.143 1.242 -4.184
C 3.860 1.677 -3.077
C 3.393 1.405 -1.800
C 2.198 0.715 -1.600
Si 1.559 0.174 0.125
C 2.454 -1.521 0.226
C 3.822 -1.655 -0.022
C 4.470 -2.866 0.145
C 3.749 -3.982 0.547
C 2.385 -3.885 0.751
C 1.731 -2.662 0.591
P -0.089 -2.529 0.886
C -0.036 -2.951 2.668
C -1.050 -3.682 3.282
C -0.983 -3.991 4.630
C 0.091 -3.552 5.387
C 1.078 -2.780 4.799
C 1.022 -2.484 3.447
C -0.593 -4.120 0.102
C -0.819 -4.049 -1.271
C -1.104 -5.188 -2.006
C -1.178 -6.419 -1.372
C -0.951 -6.501 -0.006
C -0.653 -5.362 0.729
C 2.450 1.354 1.346
C 3.701 1.116 1.920
C 4.314 2.057 2.731
C 3.689 3.272 2.981
C 2.425 3.509 2.472
C 1.792 2.547 1.684
P 0.072 2.884 1.119
C 0.438 4.470 0.253
C 0.105 5.738 0.718
C 0.449 6.865 -0.018
C 1.129 6.739 -1.219
C 1.486 5.478 -1.676
C 1.145 4.355 -0.943
C -0.734 3.426 2.660
C -1.944 4.113 2.543
C -2.728 4.349 3.659
C -2.327 3.872 4.898
C -1.141 3.165 5.016
C -0.338 2.948 3.907
H -1.176 -3.994 -6.655
H -2.930 -2.345 -6.088
H -2.524 -0.646 -4.358
H 1.378 -2.273 -3.684
H 0.996 -3.935 -5.468
H 0.464 2.489 -3.193
H -0.908 4.466 -3.668
H -3.388 4.302 -3.564
H -4.447 2.187 -2.914
H -3.068 0.226 -2.339
H 1.358 0.278 -4.874
H 3.515 1.431 -5.183
H 4.787 2.221 -3.213
H 3.954 1.742 -0.935
H 4.382 -0.790 -0.361
H 5.535 -2.944 -0.035
H 4.251 -4.931 0.691
H 1.831 -4.768 1.041
H -1.909 -3.985 2.704
H -1.777 -4.565 5.091
H 0.141 -3.787 6.443
H 1.895 -2.402 5.399
H 1.793 -1.874 2.995
H -0.761 -3.087 -1.767
H -1.268 -5.110 -3.074
H -1.408 -7.313 -1.937
H -0.996 -7.462 0.491
H -0.459 -5.453 1.789
H 4.201 0.175 1.726
H 5.288 1.851 3.160
H 4.181 4.025 3.584
H 1.925 4.445 2.688
H -0.415 5.858 1.658
H 0.186 7.848 0.354
H 1.382 7.619 -1.797
H 2.030 5.369 -2.606
H 1.441 3.373 -1.291
H -2.294 4.425 1.566
H -3.674 4.864 3.551
H -2.965 4.001 5.763
H -0.858 2.740 5.970
H 0.562 2.356 4.003
I -3.868 1.242 1.479
I -6.083 1.954 -0.283
Cl -5.945 -1.950 1.394
C -4.972 -3.001 0.370
Cl -5.974 -3.643 -0.965
Cl -4.325 -4.370 1.295
C -3.857 -2.295 -0.240
N -2.988 -1.820 -0.819
O -2.536 -1.289 2.160
Se -1.830 -0.276 3.192
O -2.697 1.123 3.110
O -0.396 0.132 2.522
O -1.783 -0.733 4.698

## Properties
**Relative energy (zero: lowest compared OMol25 entry of this formula, charge and spin)**: 2.162 eV
**Frontier orbital gap**: 6.60 eV
**Charge**: -1
**LUMO energy**: 2.21 eV